C25H29IrN2S2Se | ωB97M-V/def2-TZVPD

Each line ends with the Löwdin spin population.
Positions of all 60 atoms, in Å:
Ir 0.355 0.752 0.926  2.12
C -0.495 -2.243 0.569  0.01
N -0.928 -1.139 1.453  0.13
C -0.626 -1.467 2.870  0.01
C -0.630 -0.227 3.735  0.01
N 0.504 0.645 3.379  0.14
C 0.346 2.000 3.943  0.01
C 1.777 0.076 3.788  0.03
C 2.023 -0.217 5.123  0.00
C 3.247 -0.732 5.516  0.03
C 4.243 -0.950 4.573  0.00
C 4.011 -0.653 3.243  0.03
C 2.774 -0.147 2.839  0.04
S 2.537 0.190 1.133  0.42
C -2.344 -0.835 1.289  0.05
C -3.288 -1.847 1.370  0.00
C -4.641 -1.565 1.239  0.06
C -5.067 -0.260 1.037  -0.01
C -4.137 0.759 0.964  0.05
C -2.771 0.485 1.081  0.05
S -1.655 1.824 0.952  0.52
H -0.944 -3.196 0.861  0.00
H 0.588 -2.328 0.631  0.00
H -0.773 -2.006 -0.455  0.00
H 0.364 -1.929 2.894  0.00
H -1.346 -2.199 3.246  0.00
H -0.594 -0.515 4.790  0.00
H -1.550 0.342 3.587  0.00
H 0.303 1.971 5.036  0.00
H -0.571 2.444 3.561  0.01
H 1.192 2.611 3.637  0.00
H 1.259 -0.033 5.868  0.00
H 3.428 -0.953 6.560  0.00
H 5.203 -1.346 4.875  0.00
H 4.782 -0.813 2.502  0.00
H -2.976 -2.869 1.539  0.00
H -5.361 -2.370 1.300  0.00
H -6.121 -0.039 0.937  0.00
H -4.453 1.782 0.807  0.00
C 0.902 0.681 -7.804  0.01
C 0.741 0.757 -6.315  0.08
C 1.246 1.834 -5.592  0.00
C 1.113 1.921 -4.217  0.07
C 1.673 3.111 -3.492  0.01
C 0.450 0.866 -3.548  0.18
Se 0.360 0.921 -1.667  0.84
C -0.094 -0.228 -4.259  0.07
C -0.819 -1.364 -3.594  0.01
C 0.073 -0.257 -5.631  0.00
H 1.415 1.557 -8.196  0.00
H -0.070 0.604 -8.293  0.00
H 1.476 -0.205 -8.082  0.00
H 1.757 2.631 -6.119  0.00
H 2.131 3.800 -4.198  0.00
H 2.427 2.814 -2.762  0.00
H 0.893 3.644 -2.947  0.00
H -1.283 -1.064 -2.657  0.01
H -0.128 -2.184 -3.382  0.00
H -1.595 -1.751 -4.254  0.00
H -0.336 -1.091 -6.192  0.00

Highest occupied orbital energy (alpha / beta) ... -0.369 / -0.400 Ha
HOMO-LUMO gap (alpha / beta) ... 8.27 / 5.58 eV
Charge ... +1
F_max ... 0.65 eV/A
<S²> ... 8.798
2S+1 ... 6



C16H24N4NiO2 | ωB97M-V/def2-TZVPD

Each line ends with the Löwdin spin population.
Positions of all 47 atoms, in Å:
Ni 0.154 -1.224 0.000  1.70
C 1.874 -4.326 -2.435  0.00
C 1.674 -2.938 -1.887  0.00
O 0.685 -2.827 -1.061  0.06
C 2.508 -1.918 -2.268  0.01
C 2.320 -0.537 -1.939  0.00
C 3.160 0.478 -2.662  0.00
N 1.406 -0.158 -1.099  0.07
N 1.199 1.227 -1.005  0.01
C 0.013 1.450 -0.516  0.01
O -0.813 0.544 -0.104  0.05
C -0.420 2.874 -0.410  0.00
C -1.448 3.226 0.458  0.00
C -1.851 4.549 0.574  0.00
C -1.237 5.531 -0.190  0.00
C -0.221 5.183 -1.070  0.00
C 0.186 3.863 -1.179  0.00
H 2.210 -4.990 -1.635  0.00
H 2.606 -4.352 -3.240  0.00
H 0.921 -4.710 -2.799  0.00
H 3.298 -2.146 -2.969  0.00
H 3.970 -0.014 -3.197  0.00
H 3.561 1.213 -1.966  0.00
H 2.546 1.031 -3.374  0.00
H -1.944 2.452 1.028  0.00
H -2.650 4.811 1.256  0.00
H -1.554 6.562 -0.106  0.00
H 0.254 5.944 -1.676  0.00
H 0.981 3.579 -1.855  0.00
N -1.053 -2.769 0.917  0.03
C -2.478 -2.496 1.179  0.00
C -2.607 -1.134 1.845  0.00
C -1.706 -0.964 3.085  0.00
C -0.489 -0.062 2.884  0.00
N 0.589 -0.628 2.031  0.04
H -0.891 -3.514 0.246  0.00
H -0.630 -3.053 1.792  0.00
H -2.906 -3.275 1.820  0.00
H -3.020 -2.514 0.234  0.00
H -3.653 -0.962 2.110  0.00
H -2.342 -0.365 1.119  0.00
H -1.387 -1.934 3.486  0.00
H -2.289 -0.510 3.889  0.00
H -0.069 0.193 3.861  0.00
H -0.812 0.860 2.405  0.00
H 1.078 -1.354 2.547  0.00
H 1.278 0.106 1.880  0.00

Highest occupied orbital energy (alpha / beta) ... -0.258 / -0.259 Ha
HOMO-LUMO gap (alpha / beta) ... 7.44 / 7.48 eV
F_max ... 0.41 eV/A
<S²> ... 2.006
2S+1 ... 3



C20H24N2O4 | ωB97M-V/def2-TZVPD

Each line ends with the Mulliken charge.
Positions of all 50 atoms, in Å:
C 5.870 2.409 -0.673  -1.37
C 4.618 2.059 0.095  1.01
O 3.974 2.907 0.674  -0.62
C 4.211 0.635 0.109  0.10
C 4.884 -0.373 -0.585  -0.34
C 4.437 -1.673 -0.535  -1.01
C 3.306 -2.012 0.213  0.80
C 2.637 -1.017 0.921  0.01
C 3.089 0.285 0.859  -1.00
H 2.575 1.066 1.399  0.46
H 1.767 -1.244 1.519  0.42
O 2.957 -3.326 0.184  -0.48
C 1.762 -3.735 0.805  -0.55
C 0.546 -3.068 0.243  0.12
C -0.646 -2.713 0.807  -0.39
C -1.357 -2.103 -0.261  0.77
N -0.628 -2.116 -1.349  -0.70
O 0.544 -2.714 -1.050  -0.16
C -2.759 -1.612 -0.121  0.47
O -3.513 -2.227 0.618  -0.66
N -3.136 -0.500 -0.779  0.09
C -2.304 0.262 -1.682  -1.15
H -1.519 -0.393 -2.060  0.62
C -1.664 1.512 -1.062  -0.44
C -2.666 2.600 -0.657  -0.67
H -2.233 3.578 -0.882  0.39
H -3.565 2.512 -1.268  0.32
C -3.038 2.611 0.829  -0.88
H -2.189 3.015 1.388  0.35
H -3.875 3.300 0.967  0.36
C -3.395 1.266 1.461  -0.38
C -4.636 0.567 0.908  -0.67
H -4.869 -0.259 1.582  0.39
H -5.483 1.255 0.908  0.43
C -4.476 -0.013 -0.507  -1.11
H -4.723 0.728 -1.266  0.53
H -5.168 -0.856 -0.610  0.41
H -3.569 1.446 2.526  0.39
H -2.545 0.586 1.393  0.04
H -0.984 1.914 -1.815  0.38
H -1.056 1.225 -0.203  0.30
H -2.925 0.565 -2.531  0.39
H -0.989 -2.852 1.809  0.50
H 1.712 -4.814 0.619  0.33
H 1.794 -3.569 1.891  0.33
H 4.943 -2.459 -1.073  0.43
H 5.757 -0.147 -1.177  0.35
H 6.062 3.475 -0.577  0.34
H 5.744 2.162 -1.725  0.37
H 6.719 1.852 -0.282  0.38

Highest occupied orbital energy ... -0.331 Ha
HOMO-LUMO gap ... 9.45 eV
F_max ... 1.06 eV/A
SMILES ... CC(=O)c1ccc(OCc2cc(C(=O)N3CCCCCCC3)no2)cc1